Entry 1:
This record from the Open Molecules 2025 dataset describes an isolated molecule of CH5NO. The level of theory is wB97M-V/def2-TZVPD.

Geometry as ORCA input:
```
! RIJCOSX wB97M-V def2-TZVPD def2/J DEFGRID3
* xyz 0 1
C 0.831 0.040 0.049
H 0.954 0.421 1.062
H 0.942 0.854 -0.609
H 1.562 -0.753 -0.188
H -0.458 -1.287 0.384
H -1.896 0.783 -0.614
N -0.482 -0.514 -0.268
O -1.453 0.457 0.184
*
```

Summary:
- Lowest unoccupied orbital energy: 0.043 Eh
- HOMO energy: -9.68 eV

Atom charges from the Mulliken analysis, given in e for atoms 1 to 6: atom 1 (C): -0.69, atom 2 (H): 0.31, atom 3 (H): 0.25, atom 4 (H): 0.30, atom 5 (H): 0.26, atom 6 (H): 0.33


Entry 2:
This record from the Open Molecules 2025 dataset describes a cluster of 2 separate species, CH5NO2 in total. The level of theory is wB97M-V/def2-TZVPD.

Geometry as ORCA input:
```
! RIJCOSX wB97M-V def2-TZVPD def2/J DEFGRID3
* xyz 0 1
C 1.406 0.838 -0.177
N 0.865 -0.321 0.137
O -2.086 -0.157 -0.083
O 1.516 -1.358 0.362
H 0.708 1.574 -0.484
H 2.468 0.769 -0.630
H -3.059 -0.161 0.255
H -0.206 -0.268 0.309
H -1.613 -0.917 0.311
*
```

Summary:
- Lowest unoccupied orbital energy (alpha / beta): 0.015 / 0.015 Eh
- HOMO energy (alpha / beta): -8.89 / -8.89 eV

Atom charges from the Mulliken analysis, given in e for atoms 1 to 6: atom 1 (C): -0.47, atom 2 (N): 0.35, atom 3 (O): -0.68, atom 4 (O): -0.60, atom 5 (H): 0.26, atom 6 (H): 0.23


Entry 3:
This record from the Open Molecules 2025 dataset describes a cluster of 2 separate species, CH5NO2 in total. The level of theory is wB97M-V/def2-TZVPD.

Geometry as ORCA input:
```
! RIJCOSX wB97M-V def2-TZVPD def2/J DEFGRID3
* xyz 0 1
C -2.492 -0.126 0.037
N 1.978 0.619 -0.154
O -1.329 -0.328 -0.136
O 2.330 -0.754 0.069
H -3.083 0.527 -0.624
H -3.052 -0.585 0.867
H 2.026 -1.214 -0.723
H 2.600 1.134 0.465
H 1.023 0.728 0.198
*
```

Summary:
- Lowest unoccupied orbital energy: 0.024 Eh
- HOMO energy: -9.14 eV

Atom charges from the Mulliken analysis, given in e for atoms 1 to 6: atom 1 (C): -0.08, atom 2 (N): -0.40, atom 3 (O): -0.36, atom 4 (O): -0.41, atom 5 (H): 0.22, atom 6 (H): 0.22


Entry 4:
This record from the Open Molecules 2025 dataset describes a cluster of 2 separate species, CH5NO2 in total. The level of theory is wB97M-V/def2-TZVPD.

Geometry as ORCA input:
```
! RIJCOSX wB97M-V def2-TZVPD def2/J DEFGRID3
* xyz 0 1
C 2.725 -1.934 0.405
H 0.388 -0.018 -0.170
H 3.043 -1.125 1.043
H 1.633 -1.928 0.318
H 3.096 -2.913 0.721
H 3.125 -1.774 -0.597
N -1.229 0.692 -0.656
O -0.281 0.442 0.356
O -2.098 1.373 -0.250
*
```

Summary:
- Lowest unoccupied orbital energy: 0.007 Eh
- HOMO energy: -10.73 eV

Atom charges from the Mulliken analysis, given in e for atoms 1 to 6: atom 1 (C): -0.94, atom 2 (H): 0.45, atom 3 (H): 0.26, atom 4 (H): 0.15, atom 5 (H): 0.26, atom 6 (H): 0.27


Entry 5:
This record from the Open Molecules 2025 dataset describes a cluster of 3 separate species, CH5NO2S2 in total. The level of theory is wB97M-V/def2-TZVPD.

Geometry as ORCA input:
```
! RIJCOSX wB97M-V def2-TZVPD def2/J DEFGRID3
* xyz 0 1
C 0.194 -1.044 -1.009
N 0.369 0.158 -1.341
O -1.898 0.593 0.239
O 0.513 -0.712 1.557
S -0.148 2.689 0.446
S -1.330 1.648 -0.595
H -0.771 -1.535 -0.900
H 0.958 -1.930 -0.947
H 0.112 0.102 1.213
H 1.292 0.655 -1.120
H 0.710 -0.625 2.457
*
```

Summary:
- Lowest unoccupied orbital energy: -0.033 Eh
- HOMO energy: -9.54 eV

Atom charges from the Mulliken analysis, given in e for atoms 1 to 6: atom 1 (C): -0.09, atom 2 (N): -0.48, atom 3 (O): -0.44, atom 4 (O): -0.60, atom 5 (S): -0.24, atom 6 (S): 0.55


Entry 6:
This record from the Open Molecules 2025 dataset describes a structure of composition CH5NO2SSi2. The level of theory is wB97M-V/def2-TZVPD.

Geometry as ORCA input:
```
! RIJCOSX wB97M-V def2-TZVPD def2/J DEFGRID3
* xyz 0 1
N 3.018 -1.109 1.326
C 2.291 -0.303 0.941
O 1.485 0.606 0.517
Si 0.894 0.541 -1.075
O -0.417 -0.405 -1.110
Si -1.517 -0.761 0.075
S -2.868 0.840 0.384
H 0.585 1.934 -1.398
H 1.940 -0.031 -1.922
H -0.826 -1.090 1.332
H -2.317 -1.883 -0.423
H -2.158 1.449 1.335
*
```

Summary:
- Lowest unoccupied orbital energy: 0.014 Eh
- HOMO energy: -10.41 eV

Atom charges from the Mulliken analysis, given in e for atoms 1 to 6: atom 1 (N): -0.40, atom 2 (C): 0.53, atom 3 (O): -0.35, atom 4 (Si): 0.35, atom 5 (O): 0.01, atom 6 (Si): 0.43


Number 4 is which compound? CH5NO2